# 1
Entry from OMol25: 3 unconnected molecules or ions with the total composition C22H36BN3O6SSi (ωB97M-V/def2-TZVPD).

Computed properties:
multiplicity	1
frontier orbital gap	0.3020	hartree
E_tot	-59538.287	eV
HOMO	-8.835	eV

XYZ file:
```
70
Properties=species:S:1:pos:R:3:forces:R:3
H 8.95946 -2.26574 3.77106 0.00 -0.01 -0.01
H 1.72872 1.74857 -1.13775 -0.05 0.03 0.08
H 5.50059 1.16018 0.39598 0.16 0.02 -0.04
O -3.61722 1.20908 1.73199 -0.17 -0.04 0.01
C 6.27641 -0.24316 3.81402 0.00 -0.02 0.03
H -4.78292 -0.11967 0.75749 -0.02 -0.13 0.05
C 7.83663 0.44057 5.47272 0.04 -0.04 -0.01
H 1.90645 1.84181 -2.86776 -0.02 0.11 0.00
H 0.81824 -0.70955 -2.55814 0.01 -0.08 -0.04
H -0.20471 2.74379 0.01677 -0.03 0.01 -0.27
H 5.31579 1.70568 -1.26117 0.05 0.02 -0.07
H 3.94315 2.58487 1.15301 -0.14 0.02 0.02
H 3.84328 0.72638 -2.68273 0.08 -0.06 -0.08
O 4.29306 0.88050 3.47713 -0.01 0.03 0.00
N -9.87837 -0.58774 -4.82035 0.00 0.00 0.00
O -10.03297 -1.78564 -4.93947 -0.01 -0.03 0.00
H -9.35400 1.94516 -4.19303 -0.03 -0.05 -0.05
C -8.14553 1.68712 -2.43149 0.03 -0.04 0.03
H 9.61946 -0.74187 5.60070 0.01 0.00 0.00
O -10.33079 0.24774 -5.57548 -0.02 0.02 -0.02
C 8.67458 -0.59946 5.09366 -0.01 0.00 -0.01
C 8.30493 -1.45778 4.06688 0.02 0.03 0.04
C 1.21686 -3.02163 1.67944 0.26 0.11 -0.16
H 6.79035 -1.94157 2.61743 -0.06 0.03 -0.01
B -0.33581 -1.65029 0.09493 0.11 0.16 0.33
C 0.54217 0.30580 -2.26526 0.05 0.21 0.23
S -0.34542 1.61387 0.71850 0.03 0.09 0.36
H -3.09603 -0.58199 0.86825 0.13 -0.01 -0.04
H 0.43423 -2.79789 2.40032 -0.05 -0.07 0.09
H 8.12635 1.10916 6.27126 0.00 0.01 0.01
C 3.13013 0.32695 -1.96050 -0.27 0.13 0.29
H -3.43504 1.89926 -0.72983 0.03 0.08 0.21
H 1.14506 -4.06985 1.39799 -0.16 -0.08 0.03
H -1.46247 -3.26774 -0.15381 0.12 -0.51 0.35
H 2.17842 -2.89004 2.17244 0.05 -0.03 0.07
N 4.98465 -0.05604 3.13159 -0.01 0.07 -0.08
O -1.41817 -2.46820 0.37173 -0.26 0.41 -0.57
H -4.49089 0.62535 -1.27911 -0.05 0.21 -0.12
C 6.62419 0.62637 4.82971 0.01 0.11 0.10
Si -0.67893 0.14658 -0.81572 -0.21 -0.38 -0.20
H -2.70656 -0.85027 -1.80613 0.07 -0.12 0.06
H 3.34013 2.96460 -0.31230 -0.02 0.05 -0.02
H 5.96117 1.43061 5.10989 -0.05 -0.02 -0.04
H -2.34986 0.70945 -2.49530 -0.07 -0.02 -0.11
H -7.99656 2.74717 -2.28005 0.00 0.01 0.00
H -6.98015 1.11772 -0.72431 -0.01 0.01 0.01
H 4.36506 -0.60673 -0.48449 -0.05 -0.10 0.17
H 1.72337 -1.20183 0.60919 0.20 0.02 -0.11
C 1.82082 1.14182 -2.03613 0.18 -0.05 -0.42
H -3.29783 2.03225 1.36160 0.24 0.08 -0.02
O 4.68933 -0.84059 2.25293 0.00 -0.09 0.02
H 2.92214 -0.69860 -2.26692 0.00 -0.07 -0.04
H -7.32514 -1.30382 -1.06717 0.00 -0.01 0.01
C 1.12526 -2.09698 0.45273 -0.40 -0.18 0.11
H -8.68755 -2.09795 -2.98058 -0.04 0.00 -0.06
H 3.05599 0.36855 0.21541 -0.08 -0.27 0.08
C 4.76792 1.48342 -0.34420 -0.13 -0.02 0.33
C -3.56328 0.81558 -0.73539 -0.12 -0.38 -0.20
H -0.00285 0.71083 -3.11897 -0.14 0.03 0.01
C -9.07931 -0.11255 -3.67523 0.02 0.01 0.01
N 4.18927 2.72265 0.18100 0.12 -0.03 -0.11
C -3.76196 0.26209 0.67961 -0.21 0.08 0.15
C -2.43174 0.17435 -1.54512 0.22 0.44 0.00
C -8.90509 1.24713 -3.50305 0.00 0.14 -0.01
C -8.52681 -1.04334 -2.81678 0.04 -0.12 0.07
H 1.52355 -2.60863 -0.43218 0.23 0.11 -0.08
C -7.76821 -0.59141 -1.74954 0.02 0.05 0.01
C 3.79713 0.31896 -0.58094 0.31 0.22 -0.35
C -7.57653 0.77021 -1.55816 0.02 0.01 0.03
C 7.09435 -1.28355 3.41716 0.06 -0.12 -0.07
```
Forces are in eV/Å.

These are the Mulliken partial charges, in e, on atoms 1 to 6: 0.37, -0.13, 0.25, -0.55, 0.10, 0.24

=====

# 2
Entry from OMol25: 2 unconnected molecules or ions with the total composition C6H12ClIN3O in a non-equilibrium geometry (ωB97M-V/def2-TZVPD).

Computed properties:
total charge	+1
multiplicity	1
ΔE to the lowest compared entry with this formula, charge and spin	2.7453	eV
frontier orbital gap (alpha / beta)	0.1817 / 0.1816	hartree
E_tot	-33545.963	eV
HOMO (alpha / beta)	-9.548 / -9.547	eV

XYZ file:
```
24
Properties=species:S:1:pos:R:3:forces:R:3
C -1.33124 3.27764 -0.71945 -0.82 0.94 0.35
C -1.65005 -3.80671 1.13396 -3.08 -0.80 -0.74
Cl -1.38882 -1.60436 -2.05338 -0.19 -0.25 -0.57
H -0.81743 1.61549 0.26838 0.09 -0.50 1.02
N -1.52494 4.05829 0.34812 1.44 -2.49 0.23
H -2.58833 -3.52571 1.62308 -0.07 -0.77 -0.07
N 1.07449 -1.66484 0.94422 -4.19 -2.49 0.87
I -3.22800 0.08654 0.05960 -0.25 -0.13 -0.38
C 0.52140 1.00893 -2.16326 2.03 1.22 0.27
H -1.55015 1.28864 -2.58096 0.12 0.53 0.49
H -1.87961 4.97552 0.37262 -0.25 0.96 -0.27
H -1.13496 -4.52025 1.78443 0.43 0.31 -0.61
H 1.28656 0.76646 -1.39970 -0.79 -0.27 0.02
C 0.04008 -2.23413 0.74849 1.18 2.95 1.81
H -1.15729 3.61270 1.19169 -0.65 0.88 0.04
H -1.52510 3.66987 -1.70358 -0.14 0.09 -0.18
H 0.77588 2.03767 -2.40182 0.19 0.34 -0.34
C -0.88698 1.05504 -1.72363 -1.45 -1.14 1.00
H 0.77394 0.46702 -3.04246 -0.35 -0.80 -0.68
N -0.98828 2.04572 -0.60928 0.23 0.47 -1.96
H 1.86781 -1.59074 0.44054 3.19 0.71 -2.06
H -1.94167 -4.08119 0.06388 0.91 0.03 1.56
O -1.10713 -2.48650 1.10972 1.49 0.44 -0.93
C -1.32910 -0.20643 -0.97853 0.95 -0.21 1.12
```
Forces are in eV/Å.

These are the Mulliken partial charges, in e, on atoms 1 to 6: 0.25, -0.64, -0.20, 0.37, -0.32, 0.26

=====

# 3
Entry from OMol25: C4H11N3O in the gas phase in a non-equilibrium geometry (ωB97M-V/def2-TZVPD).

Computed properties:
multiplicity	1
ΔE to the lowest compared entry with this formula, charge and spin	0.9102	eV
frontier orbital gap	0.3641	hartree
E_tot	-10844.301	eV
HOMO	-9.051	eV

XYZ file:
```
19
Properties=species:S:1:pos:R:3:forces:R:3
C -1.19545 0.05635 -0.74300 -1.19 -0.39 0.76
N 0.70593 -0.22443 0.73041 0.30 0.64 -0.42
H -1.70029 -0.80913 -0.28144 0.46 0.06 0.32
H 0.07080 1.02856 3.07257 0.03 -0.06 -0.74
H 1.52807 -0.27162 0.14657 -0.23 -0.23 -0.26
H -2.11772 0.61146 -0.99994 0.81 0.47 -0.45
H 0.13104 1.66824 -0.01361 -0.19 0.31 0.11
C -0.43383 -0.55005 -1.88335 1.00 0.35 -2.16
H 1.12534 -0.05067 -3.19625 -0.08 0.30 -0.50
H -1.09965 -1.05674 -2.61781 0.00 0.00 0.82
C -0.34173 0.75849 0.33446 0.24 -2.18 0.21
H -0.95071 0.83709 1.23842 -0.01 0.70 -0.36
O 1.79402 -1.48782 2.32084 0.12 -0.62 -1.01
H 0.38586 -0.32425 3.96717 0.47 -0.42 -0.21
N 0.42074 0.39405 -2.64418 -0.46 0.14 1.74
H 0.30864 -1.27205 -1.52643 -0.61 -0.22 0.23
N 0.38316 0.07336 3.04519 -0.80 0.05 0.01
H -0.01363 1.25062 -2.94388 0.19 -0.25 -0.52
C 0.99941 -0.63149 1.99425 -0.03 1.35 2.44
```
Forces are in eV/Å.

These are the Mulliken partial charges, in e, on atoms 1 to 6: -0.64, -0.11, 0.30, 0.20, 0.28, 0.39

=====

# 4
Entry from OMol25: 8 unconnected molecules or ions with the total composition C17H41N13O5 in a non-equilibrium geometry (ωB97M-V/def2-TZVPD).

Computed properties:
multiplicity	1
ΔE to the lowest compared entry with this formula, charge and spin	4.8355	eV
frontier orbital gap	0.3361	hartree
E_tot	-47901.911	eV
HOMO	-9.331	eV

XYZ file:
```
76
Properties=species:S:1:pos:R:3:forces:R:3
C 6.39258 4.07715 -2.20899 1.15 0.18 -0.96
N -0.00554 -8.21357 -2.27906 2.60 -1.40 0.10
O 1.41457 -0.11582 1.14735 0.98 2.80 1.37
N 1.98416 4.13436 3.27014 1.09 -0.61 -5.97
H -4.55400 -1.71035 5.83061 -0.63 0.18 0.42
H 0.82407 -7.79585 -1.88235 -0.18 -0.39 -0.11
H -4.43268 -3.81259 -4.06459 -0.17 -0.04 -0.15
H -0.53065 -1.23098 1.91373 -0.44 -1.11 0.44
H 7.98812 -0.11505 -3.28431 0.46 0.11 0.01
H -6.52145 -2.51604 3.70740 -0.02 -0.98 -1.61
C -4.28063 5.94880 1.41964 0.93 1.28 0.80
H 5.64515 1.44787 2.89666 0.35 -0.02 0.08
N 6.56544 1.03535 2.84179 -3.50 -3.61 -0.07
C 7.80710 0.88543 -3.67719 -1.59 -0.14 0.96
H 8.64693 1.28220 -4.24759 -0.01 -0.03 0.27
H 7.93840 1.90732 -1.70878 0.26 0.13 -0.15
N 7.51351 2.99928 2.71206 -0.31 3.40 -1.29
H -5.84779 4.82496 0.97586 -0.18 -0.55 -0.24
H -1.78849 -8.64867 -3.59221 -1.19 -0.19 -0.26
O -1.21697 -6.40739 -1.83975 0.52 5.21 2.77
H 7.90775 3.66308 -3.74763 0.18 0.24 0.71
N 0.97716 -1.43226 -0.57302 2.31 0.42 -4.61
N -0.10608 -1.73848 1.15066 -4.11 -1.37 5.05
H 6.77013 3.25796 2.07914 0.19 0.87 0.08
H -6.09552 -1.78039 4.95862 0.65 1.03 1.53
C -4.18738 2.88228 1.51596 -0.16 -1.40 0.20
H -3.55043 2.00168 1.43263 0.48 0.19 0.37
H -5.16689 2.40461 1.53844 -0.39 0.27 -0.21
C 7.04419 3.25092 -3.22563 -0.92 -1.45 0.52
H 0.62060 -2.33458 -0.85370 0.41 0.69 -0.65
N -5.24309 -2.21077 5.28761 -1.22 4.03 5.41
H 1.55019 3.29165 2.92141 0.27 0.44 -0.33
N -2.12512 -8.04041 -2.85957 -2.52 -3.12 -2.40
H -4.40467 3.16783 -0.55215 -0.17 0.30 -0.16
H -4.11479 3.36081 2.49260 0.56 0.20 -0.17
C 0.80327 -0.99694 0.63265 0.66 -0.94 -0.75
N -3.84111 6.75992 2.10683 -0.07 -0.32 -0.08
H -0.52702 -2.55997 0.74071 -0.08 0.61 0.20
H -3.35432 -2.61570 -4.72822 0.03 -0.03 -0.10
H 6.72179 0.14422 3.29073 -0.50 -0.10 -0.32
H -3.65305 -2.19210 -2.37917 -0.01 -0.29 0.03
H 6.94291 0.74737 -4.32696 0.20 0.00 -0.54
N -5.65506 -2.96503 3.44687 -0.13 -1.94 -4.18
C -4.44134 -1.92504 -3.08299 -0.48 0.76 0.84
H 1.33506 2.52346 4.43436 -0.32 -0.24 1.12
H 6.31845 3.10347 -4.02543 -0.18 -0.03 -0.07
H -5.40285 -3.58488 2.69040 -1.31 0.17 -0.38
C -4.72765 -2.94747 4.37752 -0.39 -0.78 -0.15
O 8.78317 1.22140 3.06269 -1.31 -0.06 -0.86
H 6.31414 1.54571 -2.11749 -0.05 -0.41 -0.40
C -4.36379 -2.76116 -4.34362 -0.72 0.26 -1.32
H 2.35792 4.73113 2.54606 -0.05 0.27 0.68
O 2.08816 5.50712 5.04466 -0.27 -1.59 -0.14
N 5.95223 4.71017 -1.36801 -0.54 0.38 0.71
C -5.41169 -2.39919 -5.49761 0.44 -0.41 1.76
N -6.75696 -1.85931 -1.77037 3.36 -0.25 -1.78
O -3.69200 -3.50524 4.51464 3.05 -1.68 -1.07
H -4.27103 -0.86178 -3.25197 0.13 0.10 -0.46
N 1.29948 3.31937 5.05513 -1.15 -2.10 2.38
H -3.01118 4.01852 0.06035 0.03 0.06 0.20
C 1.83183 4.41008 4.52158 0.21 3.66 2.56
C -4.87430 5.01244 0.52278 -0.66 -0.14 -1.09
H 1.01303 3.22920 6.01945 0.25 0.11 -0.35
C -4.04247 3.75317 0.29300 -0.38 0.03 0.45
H 8.40647 3.46799 2.65699 -0.31 0.29 -0.31
H -5.21680 -2.98306 -6.39718 0.13 0.27 0.02
H -5.45757 -1.32531 -5.67871 0.44 -0.03 -0.27
C -5.72211 -1.92140 -2.33747 -3.08 -0.12 1.37
H -2.98812 -7.52533 -2.95967 0.45 -0.07 -0.14
H -5.07417 5.53803 -0.41098 0.01 0.07 -0.09
H -6.41994 -2.64049 -5.16102 -0.03 -0.23 0.07
C 7.65826 1.70442 2.78318 5.37 -0.74 2.64
H 1.53720 -0.75387 -1.06925 0.25 -1.10 -0.99
C 7.26750 1.82797 -2.56418 1.02 0.98 -1.01
H -0.04025 -9.18549 -2.55157 0.36 0.31 0.30
C -1.10396 -7.48671 -2.27450 -0.03 -0.29 -0.25
```
Forces are in eV/Å.

These are the Mulliken partial charges, in e, on atoms 1 to 6: 0.17, -0.40, -0.64, -0.34, 0.24, 0.22

=====

# 5
Entry from OMol25: 4 unconnected molecules or ions with the total composition C19H22F3OPSi (ωB97M-V/def2-TZVPD).

Computed properties:
multiplicity	1
frontier orbital gap	0.3376	hartree
E_tot	-47425.613	eV
HOMO	-8.520	eV

XYZ file:
```
47
Properties=species:S:1:pos:R:3:forces:R:3
H -0.70457 3.54407 3.23813 0.00 0.00 0.00
C 1.14363 -1.24135 -5.81223 0.01 -0.01 0.01
H 2.16348 -1.08729 0.97360 -0.04 -0.06 -0.03
C -2.75070 -0.60635 0.66336 0.00 0.00 0.03
C -1.98280 -0.92129 -1.56296 0.02 -0.01 -0.04
C 1.86156 2.22714 4.95815 0.03 -0.03 -0.03
H 0.35776 1.34939 3.71313 0.01 -0.02 0.02
H 1.08390 -4.67155 4.34956 0.02 0.08 0.00
H -1.90245 -0.02522 -7.85419 0.00 0.00 0.00
H -0.16044 -1.44805 -8.92858 0.00 0.00 0.01
H -2.79691 -0.93090 1.69509 0.00 0.00 0.00
H 1.78413 -2.22058 -7.61042 0.00 0.00 0.00
H 1.99087 -1.58003 -5.23030 0.00 0.00 -0.01
Si 2.04276 -4.08516 3.38436 0.03 -0.07 0.05
C -2.61985 0.22489 -1.99332 -0.01 0.01 0.03
C -1.04183 -0.37608 -7.30166 0.02 -0.02 -0.01
C -2.03207 -1.35875 -0.25517 0.01 0.00 0.03
C 2.41725 3.36374 5.50981 -0.03 0.01 0.01
H 0.23933 5.61281 4.21110 0.00 0.00 0.00
C 0.16694 3.49519 3.87795 -0.02 0.00 -0.01
H 2.24071 5.48905 5.65927 0.00 0.00 0.00
H 3.29323 3.28167 6.13824 0.00 0.00 0.00
C 0.17702 -0.44979 -5.20839 0.03 -0.01 -0.02
C 1.38056 -1.66465 1.46898 0.07 0.06 -0.09
P 1.80037 -1.82528 3.26092 -0.05 0.01 -0.05
H -3.84254 1.86526 -1.37511 0.00 0.00 0.00
O 0.25953 -1.65204 3.90515 0.03 0.05 0.12
C -3.40186 0.55343 0.26507 0.01 -0.01 0.00
C 0.69773 4.65618 4.42220 0.01 -0.01 0.01
H -2.55434 0.52076 -3.03156 0.01 0.00 0.00
H 3.42012 -4.35076 3.85516 0.01 -0.08 -0.01
H 0.45177 -1.09416 1.40511 0.04 0.01 0.02
F -1.27713 -1.64445 -2.46062 0.00 -0.01 0.01
H 0.32278 -1.08068 4.67918 -0.04 -0.05 -0.04
C 1.82118 4.58623 5.23489 0.00 0.02 0.00
H 1.24840 -2.61029 0.94336 -0.02 0.05 0.00
H -1.51491 -2.26475 0.03004 -0.01 0.00 -0.01
C 1.02692 -1.60210 -7.14767 -0.01 0.01 0.01
H 0.24097 -0.16286 -4.16837 -0.01 0.00 0.00
C 0.74842 2.26288 4.14270 -0.02 0.02 -0.05
C -0.89364 -0.03634 -5.97297 -0.04 0.04 0.02
F 2.43448 1.03346 5.22015 -0.05 0.00 0.04
C -3.33455 0.96307 -1.05970 -0.01 0.02 -0.02
F -1.84228 0.73818 -5.39518 0.01 -0.01 0.00
H -3.96214 1.13503 0.98490 0.00 0.00 0.00
C -0.06469 -1.16883 -7.88738 0.00 0.00 -0.02
H 1.86387 -4.74284 2.06626 -0.01 0.02 0.00
```
Forces are in eV/Å.

These are the Mulliken partial charges, in e, on atoms 1 to 6: 0.38, -0.37, 0.38, -0.35, 0.46, 0.57

=====

# 6
Entry from OMol25: CH5N3O in the gas phase in a non-equilibrium geometry (ωB97M-V/def2-TZVPD).

Computed properties:
multiplicity	1
ΔE to the lowest compared entry with this formula, charge and spin	0.9752	eV
frontier orbital gap	0.3669	hartree
E_tot	-7634.662	eV
HOMO	-9.227	eV

XYZ file:
```
10
Properties=species:S:1:pos:R:3:forces:R:3
H 0.45902 -1.25499 -0.71422 -0.84 1.22 1.38
O -0.23888 1.59713 -0.05667 -1.75 0.75 0.79
H 2.21490 -0.20312 0.81936 -0.04 1.02 -1.95
N -1.63878 -0.34197 -0.15451 -4.61 0.29 2.37
H -2.57526 0.19894 -0.11833 2.22 -1.03 -0.13
N 1.83332 -0.00257 -0.16418 0.11 3.61 2.32
N 0.51586 -0.47159 -0.01207 1.19 -3.08 -1.25
H -1.68084 -1.09182 0.60888 0.08 1.31 -1.73
H 1.63321 1.15046 -0.24119 1.04 -3.64 0.43
C -0.52256 0.41954 0.03293 2.61 -0.43 -2.23
```
Forces are in eV/Å.

These are the Mulliken partial charges, in e, on atoms 1 to 6: 0.29, -0.63, 0.25, -0.52, 0.28, -0.70